{"formula": "C45H50F40O20", "method": "ωB97M-V/def2-TZVPD", "species": ["C", "H", "F", "H", "F", "F", "F", "O", "C", "F", "H", "O", "C", "F", "F", "C", "F", "O", "F", "C", "F", "C", "H", "F", "C", "F", "H", "O", "F", "O", "F", "F", "C", "H", "H", "C", "F", "H", "O", "O", "C", "C", "H", "F", "F", "H", "H", "C", "H", "C", "H", "O", "H", "C", "C", "C", "H", "C", "C", "H", "H", "F", "H", "H", "H", "C", "H", "H", "O", "H", "O", "C", "O", "C", "C", "H", "O", "H", "H", "F", "F", "O", "H", "C", "C", "H", "C", "F", "H", "C", "H", "F", "O", "O", "F", "C", "O", "C", "F", "H", "F", "C", "F", "H", "F", "H", "C", "H", "F", "H", "H", "F", "F", "H", "C", "H", "F", "C", "H", "C", "C", "O", "H", "H", "C", "F", "C", "C", "C", "C", "C", "F", "F", "C", "H", "C", "H", "F", "O", "H", "C", "C", "F", "H", "C", "H", "H", "F", "H", "O", "H", "F", "H", "O", "F"], "positions_angstrom": [[-3.89773, -11.24716, 2.44697], [-2.67104, 0.97498, 0.22097], [-4.45415, -2.22500, 11.62665], [-0.16233, 1.96949, 0.46993], [10.49463, -0.77535, 5.12930], [-2.03526, -0.69709, 11.23369], [-6.23423, -10.40367, 2.22567], [-7.03996, -2.95861, 5.26470], [3.63690, 13.02206, -5.72213], [-1.36913, -2.17825, -11.21430], [-0.88913, 2.00898, 2.76328], [-9.47164, 0.31636, -3.55266], [-12.12202, -0.30448, -5.77621], [-3.25645, -10.33524, 3.14577], [-2.65639, -2.72853, 12.69250], [-3.01856, 3.25513, 9.77544], [-3.36172, -12.38129, 2.85581], [-7.46425, -3.57003, 3.11544], [11.86887, -3.18665, 4.15513], [-9.88421, -0.61177, -4.47286], [2.38902, 8.97217, -7.21351], [0.60193, 7.73788, -6.38531], [14.63780, -3.51278, -0.51635], [-3.91624, -1.32832, -10.43035], [7.47199, 4.81806, -5.20128], [-1.63910, -6.46247, -15.16263], [-11.90190, -1.13771, -6.44358], [4.13121, 6.30188, 5.34844], [-2.50161, -10.25346, -1.41233], [-8.38105, -4.64363, 4.92365], [-0.49742, -5.07381, -12.90822], [11.98838, -3.71313, -0.43494], [12.62498, -2.57566, -0.07973], [-4.78332, -9.92303, -0.17310], [-2.15057, -5.00941, -9.87770], [-1.80810, -4.43980, -10.74162], [11.87632, -1.60417, -0.61234], [-7.18320, -6.10606, 6.70984], [1.43738, 9.74689, -5.35836], [12.67895, -2.52596, 1.33286], [0.93492, -0.33740, 1.77041], [-5.42000, -11.42180, 2.61344], [5.06879, 4.60594, 6.05592], [3.06475, 13.95606, -6.54573], [9.57715, -0.60556, 3.10196], [-11.78127, -1.22078, -3.74640], [-9.61035, -1.64638, -4.26626], [-3.42628, 1.77040, 11.74700], [4.72562, 12.97339, -5.74263], [-2.73703, -9.28063, -0.54078], [-3.97435, 2.43222, 12.41762], [1.86433, -1.10274, 1.85848], [6.98288, 5.69770, 8.08314], [6.69159, 6.69330, 7.74844], [-3.59738, -2.55314, -10.79233], [-7.26851, -3.48443, 6.55054], [10.97232, -1.35450, 1.41900], [10.23166, -1.41092, 3.94363], [-3.79427, 2.07236, 10.30307], [5.99281, 7.26205, 8.36190], [-7.62927, -2.73079, 7.25053], [-1.62891, -9.17747, 0.19359], [-3.22736, 4.13382, 10.38569], [-0.72056, -4.49372, -10.69202], [7.05846, 3.65032, -1.16144], [6.18573, 6.45459, 6.33867], [-4.09721, -1.79531, 13.45793], [-1.49969, 0.97013, -1.11328], [-11.64422, 0.76134, -3.76019], [-3.30883, -7.17074, -0.45265], [5.86149, 7.65414, 5.66042], [-0.76325, 1.01010, 2.34553], [7.14301, 5.12578, -6.36149], [-8.20892, -5.85967, 6.98426], [1.85559, 11.08862, -5.47744], [-3.22038, -6.61425, -14.03569], [-3.88217, 0.45125, 11.96764], [9.62385, 4.81191, -3.00549], [-8.86962, -6.57252, 6.49089], [-3.48079, 1.10994, 9.47671], [-0.51824, 7.59897, -5.65846], [-2.51467, -4.90493, -11.91476], [-11.60179, 0.57876, -6.14682], [-3.12252, -7.91360, -1.22825], [-1.72628, 0.55933, -0.12941], [8.81133, 3.27833, -3.02308], [-10.47356, 1.12859, -3.14739], [-2.20210, -0.07381, 13.32524], [-4.14859, -9.01414, 1.08530], [-11.37902, -0.47015, -4.42674], [-1.88871, -0.51802, -0.16167], [0.47646, 9.86761, -7.35827], [6.64153, 4.87759, -4.16590], [4.24232, 8.17781, 4.13942], [14.09165, -2.63566, -2.07189], [1.21650, 9.09000, -6.58064], [8.69870, 4.31981, -4.83090], [-0.55194, 1.00855, 0.80595], [14.80712, -1.65537, -0.20547], [5.58989, 4.41615, -1.68094], [-4.46947, -3.47450, -10.45089], [-1.70734, -5.76917, -12.79564], [-1.68019, 3.06456, 9.82915], [6.14260, 3.05928, -2.49728], [-4.28672, -7.95410, -1.92957], [-6.30904, -3.94924, 6.77742], [7.39316, 4.84523, -2.96230], [6.99314, 5.96785, 5.79162], [0.39692, 7.19588, -7.56156], [7.48983, 5.91382, -2.77025], [1.01840, 11.59260, -5.96036], [-3.34754, 3.46168, 8.49135], [-5.08938, 2.31446, 10.28007], [7.62774, 7.24720, 7.67838], [-3.85726, -9.80008, 0.38851], [-9.35394, -4.00889, 6.60238], [3.97728, 10.70371, -5.31611], [11.50025, -2.07086, 3.42717], [-2.34949, 1.82496, 11.90712], [14.03810, -2.62708, -0.72609], [-2.84481, -0.46233, 12.24019], [0.38445, 0.39209, 2.75258], [-8.37947, -5.82948, 8.06041], [4.45459, 5.77849, 7.25766], [4.72932, 7.42106, 4.99844], [-1.99995, -2.65879, -9.19861], [3.23929, 11.53134, -6.05113], [-7.64643, -3.67128, 4.31286], [11.35748, -2.25888, 1.89002], [6.51812, 3.97919, -2.04912], [-3.55295, -1.80955, 12.51364], [3.55470, 11.27544, -7.38012], [-2.05636, -7.49148, -1.91963], [-2.17037, -2.96309, -10.49644], [-5.71127, -12.26182, 1.98287], [-2.40974, -5.90261, -14.19229], [1.80839, 11.42105, -4.44044], [12.58425, -1.23700, 3.54736], [-10.25474, 2.12074, -2.46502], [1.31446, 7.06726, -5.90505], [-8.41553, -4.50557, 6.35581], [4.87599, 5.65925, 6.25951], [3.48870, 13.57351, -4.49381], [-3.59845, -2.49864, -11.88096], [8.74075, 4.30207, -3.39058], [-1.74390, 0.58011, 2.54932], [-9.47474, -0.29464, -5.43195], [-2.88027, -4.68353, -14.52831], [9.41345, -2.07155, 4.23036], [-3.47945, -10.98688, 1.07315], [-13.18303, -0.12800, -5.59955], [-1.69006, -6.95146, -12.18671], [10.63183, -3.04661, 1.68750], [0.42965, 0.04565, 0.63463], [-5.74053, -11.75086, 3.85512]], "forces_ev_per_a": [[1.2, 1.5, -2.6], [0.0, 0.3, -0.1], [-0.1, 0.3, -1.5], [0.0, 0.1, -0.1], [0.4, 0.4, -0.7], [1.3, 0.9, -0.8], [0.9, 0.5, 0.1], [0.0, 1.5, -0.7], [1.4, 0.8, -0.5], [0.6, 0.7, -0.6], [0.7, 0.1, 0.0], [1.0, 0.7, 2.0], [1.4, -0.4, 1.0], [-0.6, 1.6, 1.4], [2.4, -2.0, -0.3], [-0.1, 1.5, 0.4], [0.0, -1.2, -0.7], [-0.7, 0.0, 2.4], [-1.2, 0.9, -0.9], [-0.6, -0.4, -1.7], [0.3, -0.8, -0.2], [1.3, -2.4, 1.7], [-0.9, -0.6, 0.8], [-0.3, 1.0, 1.7], [-0.8, 0.5, -4.2], [0.2, 0.9, 0.6], [-0.3, 0.0, 0.0], [-1.6, 0.0, -1.7], [0.3, -0.5, -1.6], [-0.4, -0.2, -0.9], [-1.0, -2.2, -0.1], [0.0, -0.5, -0.2], [0.0, -0.9, 0.9], [0.1, -0.5, -0.4], [-0.3, 0.0, 0.0], [-1.0, 0.2, 0.7], [0.2, 0.8, 0.0], [0.0, -0.5, 0.4], [0.6, -1.7, -1.1], [-0.7, 0.3, -1.7], [2.6, -0.7, 0.3], [-0.9, -0.7, -1.2], [-0.3, 0.1, -0.2], [0.4, -1.3, -0.2], [0.8, 1.2, -0.9], [-0.3, -0.4, -0.3], [0.4, 0.2, 0.3], [0.2, -0.5, -0.3], [0.3, 0.3, -1.2], [-2.0, -0.8, 1.0], [0.2, 0.1, -0.1], [-1.3, 0.7, 0.6], [-0.3, 0.1, 0.7], [0.5, 0.1, -1.0], [1.2, -0.4, -4.5], [-0.4, -0.8, 0.3], [0.1, 0.1, 0.5], [-1.8, -1.0, 2.8], [2.0, 1.3, 1.2], [0.0, -0.4, 0.2], [0.7, 0.2, -0.1], [0.8, 1.0, 0.2], [-0.2, 0.4, -0.2], [0.0, -0.1, -0.8], [0.2, 0.1, 0.1], [0.8, -0.5, 0.5], [-0.2, 0.8, 0.2], [-0.3, -0.3, -0.1], [1.6, 0.8, 1.4], [0.1, 0.0, 0.3], [-0.2, 0.0, -0.1], [-1.9, 1.5, -2.2], [1.4, -1.2, 3.8], [0.1, 0.4, -0.7], [-2.1, 1.9, -0.7], [-0.4, 0.3, -0.1], [1.2, -1.2, 0.4], [-0.2, 0.4, -0.3], [-0.1, 0.0, 0.3], [0.0, -2.2, -0.9], [-0.6, 1.2, 0.1], [1.8, -1.1, -1.5], [-0.5, 0.1, -0.5], [0.3, 0.0, 2.0], [0.2, 1.1, 0.9], [0.2, -0.3, -0.4], [0.6, 2.7, 0.5], [1.1, 0.2, 0.5], [0.4, 0.2, 0.3], [-2.3, -0.5, -0.7], [0.5, 0.0, 0.1], [-1.1, 0.4, -0.8], [0.0, 0.2, -1.2], [1.7, -2.1, 2.7], [-1.1, 1.1, -0.3], [0.5, 2.3, 1.7], [-0.7, 0.8, 0.3], [-2.2, 0.4, -0.7], [-0.2, 1.2, -0.3], [0.3, 0.7, -0.2], [-1.2, -0.8, 1.5], [-1.0, 3.7, 1.3], [0.1, -0.5, 0.1], [0.6, 0.0, -0.7], [0.8, -0.6, -0.5], [-0.2, 0.0, 0.9], [-1.3, 0.3, 0.1], [0.0, 0.0, -0.3], [-0.7, -0.3, -2.2], [-0.1, -0.1, 1.2], [0.2, 0.5, -0.3], [-0.2, 0.2, -0.2], [-1.8, 0.3, -0.6], [0.0, 0.2, 0.1], [-1.1, 0.9, 0.7], [-0.2, -0.3, 0.1], [2.5, -0.2, 0.5], [2.0, 0.4, -1.8], [0.0, 0.3, 0.0], [1.9, -1.4, 1.0], [-4.1, -0.8, -0.5], [0.8, -1.3, 2.5], [0.2, -0.1, -0.1], [-0.6, -0.4, 0.1], [-2.1, 4.2, -4.0], [0.9, -0.2, 1.2], [-2.2, -1.0, 0.6], [0.5, -1.1, -1.2], [0.6, -0.6, 0.2], [0.4, -0.1, 1.2], [-1.9, 1.1, 2.6], [-0.7, 1.0, 1.6], [-0.2, -0.1, -1.0], [-0.8, -0.6, 0.8], [0.3, -0.2, -0.2], [-0.5, -0.5, 1.1], [0.5, 0.2, -0.1], [-0.7, 0.2, 0.5], [-1.2, -2.6, -1.4], [0.5, 0.4, 0.4], [0.6, 0.9, -0.7], [2.2, -1.0, 3.1], [-1.2, -1.2, 0.8], [-0.3, -0.2, -0.4], [0.1, -1.3, 0.2], [0.3, -1.1, 0.5], [0.0, -0.3, -0.3], [0.5, -0.5, -0.5], [0.6, -1.2, -0.1], [-0.6, -1.4, 0.9], [0.2, -0.1, -0.2], [1.4, -0.2, -0.4], [0.2, -0.3, -0.1], [0.5, -0.7, -1.7], [0.1, 0.2, 1.2]], "lowdin_charge": [-0.521, 0.077, 0.123, 0.150, 0.076, 0.199, 0.089, 0.064, -0.273, 0.142, 0.135, 0.073, -0.002, 0.177, 0.142, -0.325, 0.181, 0.135, 0.110, -0.141, 0.167, -0.342, 0.170, 0.139, -0.510, 0.095, 0.085, 0.111, 0.143, 0.061, 0.100, 0.131, -0.509, 0.137, 0.142, -0.048, 0.153, 0.090, 0.037, 0.033, -0.574, -0.304, 0.145, 0.081, 0.100, 0.152, 0.142, -0.052, 0.164, -0.472, 0.155, 0.149, 0.094, -0.022, -0.398, -0.091, 0.134, -0.310, -0.552, 0.095, 0.136, 0.141, 0.172, 0.146, 0.081, -0.331, 0.169, 0.080, 0.068, 0.166, 0.115, -0.123, 0.106, -0.016, -0.072, 0.167, 0.030, 0.135, 0.090, 0.180, 0.116, -0.017, 0.090, -0.296, -0.006, 0.128, -0.492, 0.182, 0.139, -0.331, 0.088, 0.169, 0.067, 0.107, 0.101, -0.547, 0.065, -0.295, 0.098, 0.084, 0.140, -0.408, 0.095, 0.093, 0.088, 0.137, -0.301, 0.152, 0.136, 0.159, 0.141, 0.114, 0.164, 0.086, -0.090, 0.150, 0.118, -0.385, 0.143, -0.292, -0.571, 0.090, 0.092, 0.134, -0.541, 0.123, -0.397, -0.534, -0.037, -0.017, -0.367, 0.100, 0.107, -0.481, 0.173, -0.276, 0.149, 0.105, 0.131, 0.176, -0.315, -0.145, 0.077, 0.165, -0.090, 0.130, 0.138, 0.106, 0.173, 0.017, 0.088, 0.164, 0.149, 0.097, 0.124], "smiles": "FC(F)C(F)(F)COC(F)(F)C(F)F.FC(F)C(F)(F)COC(F)(F)C(F)F.FC(F)C(F)(F)COC(F)(F)C(F)F.FC(F)C(F)(F)COC(F)(F)C(F)F.FC(F)C(F)(F)COC(F)(F)C(F)F.C[C@H]1COC(=O)O1.C[C@H]1COC(=O)O1.C[C@H]1COC(=O)O1.C[C@H]1COC(=O)O1.C[C@H]1COC(=O)O1", "e_homo_ev": -10.606, "homo_lumo_gap_ev": 10.86, "total_energy_ev": -197120.126, "lumo_energy_ha": 0.0092}